Formula: C9H16N2
Source: the Open Molecules 2025 dataset
Level of theory: wB97M-V/def2-TZVPD

Structure (XYZ):
```
27
Properties=species:S:1:pos:R:3:forces:R:3
C 0.04893 -2.55319 -0.94541 -1.1 -4.8 2.9
C 0.30887 -1.28212 -1.52912 1.0 2.7 0.6
C 0.69363 -1.36392 -2.98609 -1.0 -0.3 -0.1
C 0.35607 -0.09610 -0.88205 1.6 0.1 0.0
N 0.37869 0.32861 0.46549 -2.0 -1.3 -1.2
C 0.01539 -0.68420 1.46030 1.7 -0.8 0.3
C 1.44572 1.26899 0.70291 -0.2 -0.7 2.5
H 0.96999 -3.26385 -0.87095 -0.9 1.6 0.5
H -0.47839 -3.23615 -1.62321 -0.6 0.4 -0.2
H -0.59989 -2.62016 0.06514 1.9 0.1 -2.5
H 0.63705 -2.43871 -3.18052 0.6 0.2 -0.6
H 1.62588 -0.90117 -3.34993 -0.3 -0.3 0.5
H -0.14670 -0.94435 -3.52707 0.0 0.2 -0.6
H 0.76213 0.73523 -1.44525 -0.4 0.0 -0.7
H -0.90393 -1.22506 1.12943 0.5 1.0 0.8
H 0.81868 -1.54472 1.58262 -1.1 1.6 -0.4
H -0.02987 -0.20434 2.45399 -0.5 -0.3 -0.5
H 1.16946 2.08378 1.41991 0.1 -0.7 -0.4
H 2.24155 0.64258 1.14750 0.4 0.8 -0.2
H 1.75155 1.72295 -0.20391 0.4 0.3 -0.7
C -2.77988 0.95509 -1.00634 1.4 1.5 -0.5
C -3.10961 1.74036 0.04270 -0.2 -0.3 -1.1
C -2.87415 1.35886 1.41967 -0.6 0.3 -0.4
N -2.78883 1.13257 2.54417 0.2 -0.1 -0.1
H -2.73677 1.41234 -2.02055 -0.9 -0.3 0.8
H -2.14493 0.06425 -1.02353 -0.6 0.0 0.8
H -3.62870 2.71647 -0.15782 0.7 -1.1 0.5
```
Positions in Å, forces in eV/Å.

Output
SMILES string = CC(C)=CN(C)C.C=CC#N
Frontier orbital gap = 7.9 eV
E = -461.90346 a.u.
E_LUMO = 0.4 eV
Charge = 0

Mulliken population analysis, charges in e, atoms 1 to 2: number 1, C, carries -1.34; number 2, C, carries 1.41

Formula: C9H16N2O2
Source: the Open Molecules 2025 dataset
Level of theory: wB97M-V/def2-TZVPD

Structure (XYZ):
```
29
Properties=species:S:1:pos:R:3:forces:R:3
O -2.98798 1.58227 -0.89470 0.2 -1.9 1.0
C -2.67609 0.46741 -0.48435 0.9 0.4 0.8
C -2.38342 -0.71976 -1.28443 -2.2 2.5 -1.8
C -1.83559 -1.78968 -0.75765 0.1 -0.9 -1.7
N -1.49453 -1.80588 0.53396 2.7 -2.6 3.8
C -1.61615 -0.76800 1.47262 -0.8 0.3 1.6
O -1.23195 -0.70633 2.66877 -0.5 -0.9 -3.7
N -2.43451 0.19412 0.93077 0.0 3.0 -0.4
H -2.80267 -0.58046 -2.29754 0.8 -0.7 0.5
H -1.62676 -2.65082 -1.43141 0.0 0.5 1.1
H -0.98814 -2.64560 0.92910 -0.8 1.5 -0.8
H -2.45098 1.07049 1.49441 -0.2 -1.0 -0.5
C 2.13242 -1.87504 -0.81010 -0.7 -1.1 -0.6
C 2.23846 -0.72566 0.33739 0.5 -0.7 -4.1
C 1.50760 0.45111 -0.29732 -1.5 2.1 2.0
C 1.16518 1.64147 0.63996 0.5 0.4 2.7
C 0.48230 2.89065 0.00808 -0.2 1.9 1.5
H 1.10614 -1.63217 -1.47102 2.8 -1.0 1.7
H 3.05794 -1.96548 -1.56948 -2.1 0.5 1.8
H 2.04526 -2.94288 -0.30084 0.1 2.1 -1.2
H 3.31683 -0.57844 0.54329 -0.7 0.3 0.1
H 1.70189 -1.02106 1.17593 -0.7 -0.7 1.7
H 2.00732 0.89664 -1.11695 0.5 -0.1 -1.3
H 0.43456 0.27928 -0.51860 0.8 -1.1 -0.9
H 2.07771 1.95147 1.27430 -1.2 -0.3 -1.0
H 0.40841 1.26244 1.41756 1.1 0.3 -0.9
H -0.31760 2.53909 -0.72525 1.1 0.9 0.7
H -0.12812 3.49420 0.94641 1.7 -1.6 -2.8
H 1.29247 3.68666 -0.41291 -2.2 -2.0 0.6
```
Positions in Å, forces in eV/Å.

Output
SMILES string = O=c1cc[nH]c(=O)[nH]1.CCCCC
Frontier orbital gap = 10.1 eV
E = -612.47416 a.u.
E_LUMO = 0.4 eV
Charge = 0

Mulliken population analysis, charges in e, atoms 1 to 2: number 1, O, carries -0.60; number 2, C, carries 0.45

Formula: C9H16N2O4
Source: the Open Molecules 2025 dataset
Level of theory: wB97M-V/def2-TZVPD

Structure (XYZ):
```
31
Properties=species:S:1:pos:R:3:forces:R:3
C 2.78447 1.16234 1.83058 0.0 0.3 -1.7
C 1.49040 1.92048 1.54396 -3.9 -4.2 1.4
O 1.46160 3.22964 1.30547 1.8 5.2 1.7
C 0.62970 1.45010 0.14958 2.1 2.3 4.1
N 0.24297 0.09234 0.21398 -0.9 1.5 -0.1
C -1.01855 -0.24602 0.63975 -0.3 -1.7 0.8
O -1.80293 0.35061 1.34565 0.9 2.1 0.3
C -1.53059 -1.61424 0.31494 2.4 -1.2 1.3
C -0.62190 -2.37192 -0.69760 0.0 -0.4 1.1
C -1.33964 -2.07516 -1.93700 -1.1 -0.4 -4.1
C -2.81274 -2.22819 -1.52243 0.8 -1.3 2.8
N -2.79771 -1.39643 -0.27372 1.1 -0.7 -2.6
C 1.59205 1.62650 -1.01665 -2.4 0.8 -1.8
O 1.75076 0.68550 -1.78651 1.0 1.8 1.0
O 1.86191 2.95097 -1.30829 0.7 -2.3 -0.3
H 3.14546 1.44964 2.87489 -0.2 -1.2 -1.5
H 2.53165 0.09064 1.49876 0.5 1.2 1.6
H 3.53206 1.42398 1.01599 -0.4 0.1 1.2
H 0.67784 1.72025 2.48082 2.0 0.0 -2.4
H 1.74916 3.78814 2.09822 -0.5 -1.2 -1.6
H -0.07420 2.34397 0.33706 0.1 -2.1 -1.4
H 0.68920 -0.29828 -0.61072 -0.6 -0.9 0.1
H -1.52927 -2.24702 1.29712 -0.1 1.2 -1.3
H -0.57470 -3.37841 -0.30260 -0.1 -0.6 -0.8
H 0.39069 -2.03107 -0.78597 0.5 0.1 0.5
H -1.16176 -1.00536 -2.12435 -0.3 -0.1 -0.1
H -1.09405 -2.52851 -3.04002 -0.4 0.3 3.0
H -3.48316 -2.05281 -2.31910 -1.1 0.7 -0.4
H -2.95999 -3.26594 -1.07263 0.0 0.6 -1.5
H -3.44350 -1.01083 0.35216 -1.6 0.1 0.2
H 1.71479 3.46510 -0.50133 -0.1 0.0 0.3
```
Positions in Å, forces in eV/Å.

Output
SMILES string = C[C@@H](O)[C@H](NC(=O)[C@@H]1CCCN1)C(=O)O
Frontier orbital gap = 8.3 eV
E = -762.91421 a.u.
E_LUMO = 0.3 eV
Charge = 0

Mulliken population analysis, charges in e, atoms 1 to 2: number 1, C, carries -1.19; number 2, C, carries 0.18

Formula: C9H16N2S
Source: the Open Molecules 2025 dataset
Level of theory: wB97M-V/def2-TZVPD

Structure (XYZ):
```
28
Properties=species:S:1:pos:R:3:forces:R:3
C -0.75852 1.25131 0.58103 0.0 1.2 0.7
C 1.58478 0.77897 -1.06296 2.1 1.5 0.9
C -0.86223 -0.10584 0.48712 -0.7 -2.8 -1.1
C 1.88540 -0.18282 0.22179 -0.1 1.8 0.5
C 3.12331 -1.03792 -0.07298 -1.0 1.2 -0.3
C 2.20595 0.86737 1.33809 -0.9 0.8 1.2
C -3.30851 -0.55913 1.14216 -0.2 -1.8 0.4
C -2.56215 -0.19616 -1.32790 -0.8 -0.4 0.4
C -2.15837 -0.81884 0.09063 -1.0 0.6 -1.1
N -0.56943 2.37325 0.79762 -0.4 0.3 -0.2
N 0.45727 0.54036 -1.76001 -1.9 0.6 -1.4
S 0.41676 -1.22738 0.66130 1.4 0.7 -0.2
H 1.55694 1.93194 -0.85981 0.6 -2.2 0.4
H 2.52102 0.54882 -1.65951 -1.0 0.5 0.1
H 2.91843 -1.94965 -0.54995 -0.6 -1.3 -0.8
H 3.55835 -1.26786 0.84676 1.2 -0.3 1.4
H 3.77449 -0.47226 -0.73827 0.3 -0.1 0.4
H 3.11198 1.45486 0.99677 -1.1 -0.4 0.6
H 2.35478 0.49445 2.38239 0.6 -0.5 -1.0
H 1.29489 1.53959 1.59611 1.9 -0.8 -1.2
H -3.05481 -0.83418 2.24697 -0.2 0.7 -2.1
H -4.23923 -1.15829 0.89245 1.2 0.5 0.1
H -3.62142 0.46549 1.02703 0.1 0.5 0.4
H -3.44010 -0.76131 -1.73408 0.5 0.7 0.4
H -1.78994 -0.22733 -2.09495 0.2 -0.5 0.3
H -2.75407 0.88840 -1.26299 -0.4 -0.5 0.3
H -2.02855 -1.92184 -0.16482 0.3 1.4 1.0
H 0.38298 -0.41400 -2.02000 -0.1 -1.5 -0.2
```
Positions in Å, forces in eV/Å.

Output
Frontier orbital gap (spin up / spin down) = 8.6 / 7.2 eV
E = -860.05762 a.u.
E_LUMO (spin up / spin down) = -0.8 / -0.5 eV
Charge = 0

Mulliken population analysis, charges in e, atoms 1 to 2: number 1, C, carries 0.31; number 2, C, carries -0.94